# 1
DFT (ωB97M-V with the def2-TZVPD basis set) results for a 9-piece molecular cluster, C44H81F15O22 overall in a non-equilibrium geometry.

The multiplicity is 1. The calculation puts the HOMO energy at -9.57 eV. Its relative energy (zero: lowest compared OMol25 entry of this formula, charge and spin) is 135.5 kJ/mol.

Each line ends with the Löwdin charge.
Positions of all 162 atoms, in Å:
C: -11.9713 -3.8775 -3.7723  -0.043
C: -11.5775 -4.8149 -2.5429  -0.180
O: -10.8452 -4.1355 -1.4852  0.003
C: -10.1510 -4.9684 -0.6048  -0.293
O: -9.9525 -6.1858 -0.7271  0.131
C: -9.5389 -4.2409 0.5936  -0.602
F: -8.2315 -4.4072 0.6637  0.187
F: -9.8014 -2.9712 0.6263  0.206
F: -10.0600 -4.8135 1.7044  0.150
H: -12.1615 -2.8295 -3.5408  0.070
H: -12.8361 -4.3405 -4.2477  0.072
H: -11.0999 -3.8484 -4.4263  0.067
H: -11.0492 -5.6857 -2.9312  0.114
H: -12.4706 -5.2245 -2.0708  0.118
C: -1.6427 -0.1122 -0.0770  -0.059
C: -1.9458 1.2114 0.6043  -0.193
O: -2.3793 2.1449 -0.3997  -0.012
C: -1.6009 2.9349 -1.1947  -0.244
O: -0.3094 2.9384 -1.2096  0.072
C: -2.3987 3.9327 -2.1039  -0.671
F: -2.6064 3.5067 -3.3184  0.203
F: -3.5491 4.0972 -1.5053  0.188
F: -1.7542 5.0341 -2.2052  0.227
H: -2.5104 -0.4278 -0.6563  0.083
H: -1.4860 -0.9308 0.6255  0.078
H: -0.7320 -0.0625 -0.6738  0.080
H: -1.1836 1.7179 1.1965  0.127
H: -2.7583 1.0406 1.3106  0.120
C: -0.0603 6.3162 5.8768  -0.048
C: -0.0213 7.1766 4.6003  -0.201
O: 1.0822 6.7126 3.8350  0.002
C: 2.3046 7.2884 3.8545  -0.344
O: 2.4778 8.3687 4.3662  0.158
C: 3.4043 6.4862 3.1693  -0.647
F: 3.8088 7.2056 2.1753  0.213
F: 4.4635 6.3319 3.9419  0.183
F: 3.1064 5.2904 2.7532  0.208
H: -0.1336 5.2499 5.6632  0.078
H: -0.9485 6.5092 6.4785  0.077
H: 0.8850 6.5123 6.3828  0.081
H: 0.1220 8.2475 4.7445  0.118
H: -0.9534 7.1226 4.0378  0.121
C: -4.3256 11.4114 -5.8189  -0.078
C: -2.9915 12.1981 -5.8370  -0.138
O: -2.3266 12.0091 -4.5124  -0.008
C: -2.8572 12.6136 -3.3971  -0.378
O: -3.7970 13.3393 -3.4579  0.172
C: -2.0876 12.2560 -2.1456  -0.520
F: -1.0606 11.4107 -2.4002  0.158
F: -1.6054 13.4056 -1.6509  0.169
F: -2.9593 11.7262 -1.2631  0.164
H: -4.2387 10.3557 -5.5618  0.079
H: -4.7555 11.5166 -6.8150  0.075
H: -5.1042 11.7811 -5.1516  0.070
H: -3.2089 13.2572 -5.9756  0.118
H: -2.4351 11.7864 -6.6790  0.119
C: 7.2785 -1.5106 0.5409  -0.041
C: 8.8153 -1.6560 0.3912  -0.252
O: 9.4858 -1.1011 1.4483  -0.001
C: 10.8405 -0.8713 1.4072  -0.266
O: 11.5820 -1.1875 0.4471  0.112
C: 11.4612 -0.1256 2.6458  -0.575
F: 10.5338 0.0838 3.5667  0.181
F: 12.4131 -0.9080 3.0801  0.195
F: 12.0382 1.0395 2.2888  0.162
H: 6.9706 -1.9886 1.4708  0.076
H: 6.7570 -1.9306 -0.3193  0.077
H: 7.0198 -0.4541 0.6115  0.076
H: 9.1845 -1.1046 -0.4735  0.125
H: 9.1569 -2.6859 0.2881  0.131
C: 8.3892 -10.0185 3.2637  -0.074
O: 6.9717 -9.6514 3.3991  -0.160
C: 6.6350 -8.3705 2.9781  -0.238
C: 5.1422 -8.1143 2.8121  -0.206
O: 4.4225 -7.8386 4.0201  -0.130
C: 3.0036 -7.5938 3.7669  -0.153
C: 2.2679 -7.0820 5.0339  -0.223
O: 2.1311 -8.2319 5.7839  -0.187
C: 1.4613 -8.0367 7.0003  -0.107
H: 8.5107 -11.0983 3.1775  0.082
H: 9.0274 -9.6474 4.0657  0.079
H: 8.9019 -9.6393 2.3797  0.074
H: 7.1016 -8.2174 2.0050  0.119
H: 6.9028 -7.5381 3.6288  0.128
H: 4.6346 -8.8608 2.2012  0.125
H: 5.1034 -7.2550 2.1427  0.114
H: 2.4699 -8.4827 3.4304  0.128
H: 2.9818 -6.7841 3.0375  0.115
H: 1.2874 -6.7938 4.6548  0.122
H: 2.7705 -6.2663 5.5535  0.130
H: 0.4218 -7.8060 6.7670  0.084
H: 1.8574 -7.2088 7.5883  0.086
H: 1.4865 -8.9590 7.5807  0.091
C: -6.8847 3.1007 5.2361  -0.140
O: -6.8701 2.6237 6.5128  -0.158
C: -7.4351 3.4335 7.4612  -0.203
C: -7.3640 2.8339 8.9626  -0.134
O: -6.0049 2.5481 9.3547  -0.185
C: -5.7666 2.0579 10.6919  -0.188
C: -4.2954 1.7105 10.9288  -0.183
O: -3.8488 0.4504 10.4063  -0.196
C: -4.0995 0.3471 9.0187  -0.106
H: -6.2359 3.9307 4.9563  0.091
H: -7.9217 3.3090 4.9727  0.089
H: -6.6062 2.2870 4.5664  0.091
H: -8.4974 3.6427 7.3354  0.118
H: -6.9434 4.4044 7.5221  0.121
H: -7.8873 1.8810 9.0412  0.114
H: -7.8422 3.4700 9.7073  0.114
H: -6.4137 1.2015 10.8815  0.124
H: -6.1083 2.7556 11.4565  0.118
H: -4.1109 1.5928 11.9966  0.125
H: -3.6586 2.5017 10.5330  0.124
H: -5.1820 0.2756 8.9131  0.083
H: -3.5528 -0.5421 8.7045  0.091
H: -3.7482 1.2302 8.4849  0.089
C: -3.3949 -6.2289 -2.9807  -0.113
O: -2.3018 -5.4059 -3.2252  -0.178
C: -1.9116 -5.0481 -4.5176  -0.194
C: -2.9666 -4.5406 -5.5186  -0.181
O: -3.4387 -3.2489 -5.1380  -0.133
C: -4.8003 -3.1199 -5.3882  -0.212
C: -5.2256 -1.7218 -4.8620  -0.146
O: -6.4934 -1.2041 -5.3752  -0.194
C: -6.8373 0.1073 -4.9883  -0.130
H: -3.4967 -6.4656 -1.9216  0.091
H: -3.3285 -7.1605 -3.5427  0.089
H: -4.3228 -5.7315 -3.2629  0.077
H: -1.3333 -5.8809 -4.9176  0.121
H: -1.1328 -4.2885 -4.4499  0.126
H: -3.7056 -5.2658 -5.8595  0.123
H: -2.4277 -4.3119 -6.4381  0.124
H: -5.3734 -3.9043 -4.8939  0.117
H: -4.9869 -3.2613 -6.4528  0.127
H: -4.5042 -1.0112 -5.2655  0.117
H: -5.0872 -1.6415 -3.7838  0.123
H: -6.2184 0.8273 -5.5238  0.080
H: -6.6647 0.3663 -3.9437  0.081
H: -7.8762 0.3317 -5.2298  0.086
C: 11.4246 -2.0352 -9.4300  -0.127
O: 10.4869 -1.2234 -8.7509  -0.163
C: 11.1409 -0.3097 -7.9137  -0.211
C: 10.0991 0.2824 -6.9045  -0.130
O: 8.9162 0.8832 -7.5946  -0.118
C: 8.0099 1.2828 -6.5744  -0.226
C: 6.7455 1.8207 -7.2159  -0.194
O: 5.9094 0.7965 -7.7797  -0.175
C: 5.0486 0.1727 -6.8164  -0.110
H: 10.9213 -2.7087 -10.1238  0.087
H: 12.1005 -2.6684 -8.8553  0.082
H: 12.1284 -1.4869 -10.0563  0.082
H: 11.6598 0.4272 -8.5268  0.125
H: 11.8493 -0.8414 -7.2784  0.118
H: 10.5912 1.0277 -6.2796  0.115
H: 9.8193 -0.5199 -6.2218  0.117
H: 8.3984 2.0325 -5.8851  0.126
H: 7.6811 0.3871 -6.0472  0.114
H: 7.0776 2.4090 -8.0713  0.125
H: 6.1769 2.5120 -6.5939  0.120
H: 4.3191 0.8904 -6.4412  0.085
H: 5.5397 -0.4145 -6.0403  0.076
H: 4.4631 -0.6248 -7.2739  0.081



# 2
DFT (ωB97M-V with the def2-TZVPD basis set) results for an isolated ion of composition C9H9N2O2S and charge -1 in a non-equilibrium geometry.

The multiplicity is 1. The calculation puts the HOMO energy at -2.70 eV. Its relative energy (zero: lowest compared OMol25 entry of this formula, charge and spin) is 786.4 kJ/mol. Its total charge is -1.

Each line ends with the Löwdin charge.
Positions of all 23 atoms, in Å:
C: 3.8163 -0.0322 0.6514  -0.085
C: 2.8008 0.9442 0.2881  -0.031
C: 3.1615 -1.2201 0.8196  -0.164
C: 1.6225 0.2170 0.2640  -0.255
C: -2.7325 0.9973 0.8113  -0.206
C: 0.2262 0.6884 0.4217  -0.005
C: -1.5199 -0.9932 0.7209  -0.529
C: -1.7168 2.0176 0.4338  -0.146
C: -1.7712 -2.2969 -1.9041  -0.363
N: -2.5206 -0.2689 0.8216  -0.084
N: -0.4661 1.5175 -0.2746  -0.327
O: -0.1428 2.1780 -1.3021  -0.156
O: 1.8728 -1.1261 0.4266  -0.011
S: -1.3121 -2.5102 -0.0733  0.776
H: 4.8309 0.1575 0.7988  0.062
H: 2.9132 1.9633 0.2031  0.072
H: 3.4120 -2.2031 1.1681  0.101
H: -3.5910 1.3613 1.4544  0.102
H: -2.2727 2.7981 -0.2268  0.128
H: -1.3922 2.5645 1.2907  0.091
H: -0.9957 -2.8384 -2.4528  0.008
H: -1.5187 -1.2461 -2.1412  0.038
H: -2.7039 -2.6694 -2.1993  -0.014



# 3
DFT (ωB97M-V with the def2-TZVPD basis set) results for C18H47AgN2O8 as an isolated structure in a non-equilibrium geometry.

The multiplicity is 2. The calculation puts the HOMO energy (alpha / beta) at -3.68 / -2.86 eV. Its total charge is -1.

Each line ends with the Löwdin charge.
Positions of all 76 atoms, in Å:
Ag: 0.5548 -0.8204 0.1895  0.876
C: -3.1737 -3.4419 0.6250  -0.133
C: -2.3498 -2.6706 -0.3388  -0.556
O: -1.6207 -1.6278 0.1260  -0.354
H: -2.5291 -4.1055 1.2014  0.047
H: -3.8320 -4.1506 0.1225  0.059
H: -3.6191 -2.7084 1.2970  0.073
H: -3.1151 -2.3024 -1.0221  0.077
H: -1.7392 -3.2966 -0.9895  0.079
C: 1.5842 0.7462 -3.8461  -0.088
C: 1.0790 -0.1807 -2.7675  -0.441
O: 0.6377 0.6067 -1.6891  -0.192
H: 1.8372 0.1000 -4.6867  0.065
H: 2.4413 1.2428 -3.3914  0.069
H: 0.8523 1.5237 -4.0650  0.060
H: 1.8121 -0.9304 -2.4698  0.063
H: 0.2791 -0.8299 -3.1235  0.085
C: -0.9178 1.6505 3.4242  -0.116
C: 0.2327 1.9122 2.4234  -0.463
O: 0.1357 1.3189 1.1749  -0.294
H: -1.9305 1.8398 3.0682  0.043
H: -0.9137 2.2581 4.3292  0.049
H: -0.9804 0.6002 3.7090  0.041
H: 1.1993 1.7565 2.9026  0.071
H: 0.1811 2.9990 2.3582  0.076
C: -1.8999 5.2845 -0.0030  -0.106
O: -1.8928 3.8698 -0.2153  -0.186
C: -3.1213 3.1754 -0.0800  -0.199
C: -2.8994 1.6488 0.1193  -0.190
N: -2.1299 0.9697 -0.8769  -0.056
C: -2.6502 0.8586 -2.2581  -0.176
C: -2.4945 2.1741 -3.0674  -0.179
O: -1.2403 2.8875 -2.7569  -0.184
C: -0.9850 3.9766 -3.5934  -0.160
H: -2.3146 5.7153 -0.9143  0.071
H: -0.9606 5.8373 -0.0183  0.075
H: -2.4029 5.5502 0.9267  0.076
H: -3.8213 3.3985 -0.8852  0.095
H: -3.6546 3.6129 0.7639  0.100
H: -3.8328 1.0865 0.1466  0.105
H: -2.4726 1.4267 1.0973  0.088
H: -2.1344 0.0046 -0.5791  0.036
H: -3.6932 0.5456 -2.3056  0.100
H: -2.0599 0.1411 -2.8282  0.102
H: -3.3599 2.8278 -2.9587  0.093
H: -2.5114 1.8406 -4.1050  0.101
H: -0.1254 4.6098 -3.3736  0.082
H: -1.8475 4.6359 -3.6913  0.074
H: -0.7279 3.6905 -4.6133  0.066
C: 1.0629 -1.5994 3.6526  -0.228
C: 1.4564 -3.0241 4.1232  -0.290
O: 0.4895 -3.9805 4.0407  -0.044
O: 0.5511 -1.7391 2.3671  -0.107
H: 1.9824 -1.0246 3.5422  0.120
H: 0.6584 -1.0939 4.5295  0.114
H: 1.8484 -2.9725 5.1390  0.109
H: 2.2382 -3.4787 3.5148  0.099
H: 0.7836 -4.6759 3.4478  0.092
H: -0.2791 -2.2209 2.3837  0.085
C: 3.8033 -4.1407 -0.2206  -0.082
C: 3.0404 -2.9995 0.3158  -0.441
C: 3.8417 -1.7295 0.1910  -0.152
O: 2.9677 -0.5691 0.5075  -0.230
C: 3.7333 0.5833 0.4300  -0.143
N: 1.7968 -2.8101 -0.4195  0.034
H: 4.6266 -4.3912 0.4484  0.080
H: 4.2876 -4.0419 -1.1921  0.083
H: 3.2479 -5.0656 -0.3761  0.079
H: 2.7697 -3.1122 1.3656  0.125
H: 4.3337 -1.6448 -0.7780  0.127
H: 4.6266 -1.7809 0.9455  0.124
H: 4.4021 0.6422 -0.4286  0.074
H: 4.5901 0.5308 1.1018  0.074
H: 3.1913 1.5287 0.4540  0.104
H: 1.2469 -3.6126 -0.1480  0.086
H: 1.8293 -2.8351 -1.4286  0.081



# 4
DFT (ωB97M-V with the def2-TZVPD basis set) results for C45H34BrN6O2SSiSr as an isolated structure in a non-equilibrium geometry.

The multiplicity is 1. The calculation puts the HOMO energy at -5.31 eV. Its total charge is -1.

Each line ends with the Löwdin charge.
Positions of all 91 atoms, in Å:
Sr: -1.0939 -0.6545 -1.6829  1.375
Br: -1.6500 3.7367 8.1999  0.707
C: -2.2048 4.2546 6.4588  -0.702
C: -3.4945 4.7130 6.2616  -0.134
C: -3.8878 5.1132 4.9925  -0.038
C: -3.0147 5.0236 3.9130  -0.299
C: -1.7167 4.5540 4.1358  -0.030
C: -1.3090 4.1770 5.4036  -0.124
N: -3.3939 5.6317 2.6832  0.056
N: -3.2159 5.1218 1.5557  0.057
C: -2.9789 3.7594 1.3025  -0.238
C: -3.3697 2.6842 2.0974  -0.020
C: -3.1606 1.3662 1.7273  -0.002
C: -2.4860 1.0238 0.5423  -0.376
O: -2.1851 -0.1788 0.2240  -0.295
C: -2.1306 2.1348 -0.3342  -0.149
N: -1.5223 1.8160 -1.5118  -0.006
C: -1.1550 2.7787 -2.3309  -0.117
C: -1.3894 4.1345 -2.0532  -0.040
C: -2.0017 4.4753 -0.8805  0.001
C: -2.3910 3.4688 0.0336  -0.098
H: -4.1847 4.7661 7.0935  0.098
H: -4.8907 5.4896 4.8249  0.112
H: -1.0240 4.4948 3.3056  0.120
H: -0.3022 3.8160 5.5673  0.101
H: -3.8823 2.8811 3.0269  0.109
H: -3.5052 0.5572 2.3602  0.112
H: -0.6404 2.4781 -3.2383  0.103
H: -1.0775 4.8860 -2.7668  0.104
H: -2.1972 5.5074 -0.6223  0.107
S: -1.6541 -3.3905 -2.4391  0.397
C: -1.3439 -4.3742 -1.0254  -0.892
N: -0.1986 -4.0297 -0.2925  0.004
C: 0.3062 -4.9328 0.6328  -0.123
C: -0.4369 -5.9430 1.0602  -0.059
C: -1.8494 -6.0664 0.5578  -0.296
N: -2.0820 -5.3768 -0.7012  0.047
H: 0.4349 -3.3959 -0.7336  0.085
H: 1.3296 -4.7720 0.9479  0.114
H: -0.0346 -6.6828 1.7407  0.101
H: -2.0923 -7.1225 0.4066  0.126
O: 0.9011 -0.2048 -2.4141  -0.601
Si: 2.3479 0.3625 -2.7476  0.414
C: 3.3722 0.5576 -1.1700  -0.221
C: 2.7302 0.5143 0.0717  -0.088
C: 3.4395 0.6387 1.2615  -0.092
C: 4.8170 0.8119 1.2288  -0.105
C: 5.4770 0.8577 0.0060  -0.098
C: 4.7590 0.7310 -1.1766  -0.097
C: 3.3056 -0.7738 -3.9048  -0.217
C: 4.2460 -0.3189 -4.8331  -0.103
C: 4.9277 -1.2048 -5.6602  -0.102
C: 4.6728 -2.5678 -5.5768  -0.106
C: 3.7347 -3.0415 -4.6665  -0.090
C: 3.0599 -2.1512 -3.8412  -0.082
C: 2.2798 2.0601 -3.5796  -0.227
C: 2.7904 3.2172 -2.9840  -0.085
C: 2.6821 4.4583 -3.6061  -0.095
C: 2.0565 4.5645 -4.8414  -0.107
C: 1.5389 3.4267 -5.4525  -0.099
C: 1.6539 2.1924 -4.8266  -0.113
H: 1.6549 0.3861 0.1013  0.088
H: 2.9198 0.5999 2.2122  0.098
H: 5.3749 0.9116 2.1526  0.095
H: 6.5528 0.9876 -0.0224  0.095
H: 5.2898 0.7630 -2.1251  0.101
H: 4.4461 0.7460 -4.9170  0.098
H: 5.6544 -0.8335 -6.3738  0.094
H: 5.1988 -3.2594 -6.2246  0.094
H: 3.5255 -4.1032 -4.6045  0.099
H: 2.3135 -2.5225 -3.1449  0.096
H: 3.2780 3.1470 -2.0166  0.097
H: 3.0868 5.3425 -3.1269  0.096
H: 1.9800 5.5278 -5.3326  0.094
H: 1.0507 3.5052 -6.4174  0.097
H: 1.2530 1.3067 -5.3146  0.110
C: -3.3336 -3.1767 1.1576  0.086
C: -2.8373 -4.1202 1.9592  -0.256
C: -2.1154 -3.7639 3.1806  -0.041
C: -1.8223 -4.6689 4.1160  -0.045
C: -2.2438 -6.0671 3.9366  -0.234
C: -2.8287 -6.4775 2.8038  0.001
C: -2.9549 -5.5871 1.6147  -0.202
C: -2.0305 -7.0032 5.0138  -0.196
N: -1.8583 -7.7513 5.8724  0.132
H: -3.1469 -2.1232 1.3460  0.047
H: -3.9055 -3.4280 0.2714  0.078
H: -1.8671 -2.7162 3.3260  0.116
H: -1.3124 -4.3984 5.0311  0.106
H: -3.1462 -7.5105 2.7102  0.127
H: -3.8913 -5.7666 1.0854  0.143



> Which of these has the highest multiplicity?

C18H47AgN2O8



> Among the records above, which one has the highest multiplicity?

C18H47AgN2O8